Entry 1:
Density functional theory data (ωB97M-V/def2-TZVPD) for a cluster of 2 separate species, C6H14N4S in total.

Each line ends with the natural charge from an NBO analysis.
Positions of all 25 atoms, in Å:
C  0.957276  0.917198  0.953025  0.1211
C  -1.422963  -1.682971  -0.669731  -0.6275
C  -0.257971  1.403931  -2.215783  -0.7067
C  1.252716  -1.289086  2.151679  -0.4011
C  -1.601015  -1.391357  0.797517  -0.2140
C  1.080333  1.200140  -1.635146  -0.3701
N  -0.158028  1.688888  0.951967  -0.2595
N  -1.221619  0.974666  1.101282  -0.0681
N  0.620097  -0.383728  1.238854  -0.2932
N  -0.853955  -0.233983  1.317794  -0.0868
S  2.317949  2.444740  -1.726592  -0.0159
H  1.919330  1.192015  0.961777  0.2088
H  -2.216260  -2.222338  -1.046979  0.2190
H  -1.397411  -0.667161  -1.150275  0.2213
H  -0.575341  -2.207580  -0.775266  0.2057
H  -0.997020  1.406628  -1.316009  0.2294
H  -0.532524  0.502759  -2.771252  0.2207
H  -0.467082  2.391700  -2.662006  0.2317
H  2.343346  -1.504320  1.691640  0.2080
H  1.583014  -0.838269  3.139024  0.1943
H  0.640177  -2.114557  2.181186  0.2105
H  -2.701490  -1.163537  1.178934  0.2221
H  -1.420099  -2.232245  1.385472  0.1943
H  1.501009  0.139193  -1.669225  0.2131
H  1.607531  3.669273  -1.411889  0.1432

Forces on the atoms, in the same order (eV/Å):
-4.253 -0.870 0.263
-1.515 4.368 1.072
-1.679 -0.071 2.200
4.754 2.372 -0.375
-3.294 2.132 1.165
1.197 -0.634 -0.216
1.515 1.257 -0.271
-0.034 2.115 -0.736
-2.197 0.818 -0.946
1.748 -5.344 1.222
-0.603 1.298 0.323
3.134 1.475 -0.065
-1.806 -1.172 -0.823
0.140 -1.274 -0.008
3.290 -1.657 -0.826
0.787 -0.009 -1.207
-0.180 0.565 -0.544
0.426 -0.710 -0.348
-2.581 -0.111 0.722
-1.159 -0.486 -0.658
-0.844 -2.131 0.583
1.955 -0.199 -1.400
0.931 -1.406 1.103
-0.396 1.722 0.125
0.666 -2.050 -0.356

Values from the calculation:
Total charge = 0
LUMO energy (spin up / spin down) = 0.69 / 0.58 eV
E_HOMO (spin up / spin down) = -6.12 / -6.79 eV
Kohn-Sham gap (spin up / spin down) = 6.81 / 7.36 eV
E = -853.98167 Ha

Entry 2:
Density functional theory data (ωB97M-V/def2-TZVPD) for a cluster of 2 separate species, C6H14N5 in total.

Each line ends with the natural charge from an NBO analysis.
Positions of all 25 atoms, in Å:
C  -0.936726  -0.168747  3.295260  -0.4120
C  -1.821576  0.197684  0.969654  0.4150
N  -1.751132  0.614661  2.245508  -0.6381
N  -2.406232  1.159033  0.193474  -0.8546
N  -1.240421  -0.947934  0.539198  -0.8443
H  -2.552050  1.270339  2.565950  0.2734
H  -3.267360  1.614330  0.615289  0.2827
H  -2.433267  1.003453  -0.821250  0.3925
H  -0.530463  -1.444439  1.079164  0.3944
H  -1.140188  -1.163929  -0.452708  0.4203
H  -0.033843  -0.248084  2.797756  0.1871
H  -1.364210  -1.152433  3.566095  0.1938
H  -0.776178  0.452027  4.208272  0.2091
C  1.472213  -1.773739  -2.782124  -0.6374
C  0.703763  1.012528  -0.603175  0.1639
C  1.577141  -0.680184  -1.747503  0.1154
C  2.626967  -0.224409  -0.968880  -0.1402
N  0.431743  0.037817  -1.595378  -0.5145
N  2.084495  0.939038  -0.327236  -0.5303
H  0.152706  1.694161  0.001372  0.2241
H  2.459275  1.716045  0.209716  0.4199
H  3.606546  -0.436682  -0.919635  0.2097
H  0.470476  -2.179227  -2.966771  0.2288
H  2.061756  -2.650185  -2.563177  0.2163
H  1.786931  -1.272477  -3.688432  0.2250

Forces on the atoms, in the same order (eV/Å):
-3.004 1.590 -0.348
0.686 1.517 0.136
0.372 0.011 3.466
-0.328 0.212 -1.526
-0.027 -2.423 -0.626
0.892 -1.324 -0.233
0.443 -0.627 -0.435
-0.297 -0.015 0.857
-0.614 0.729 -0.097
-0.228 0.666 0.536
2.143 -0.626 -0.578
0.196 0.494 -0.158
-0.401 -0.395 -0.761
0.267 0.198 0.115
3.784 -3.231 -3.101
-0.487 -0.277 0.203
-4.386 2.790 -0.168
-0.150 2.945 3.605
-2.474 -0.969 -0.411
-1.001 0.304 -0.388
0.629 -0.881 -0.050
3.121 -0.820 0.159
-0.027 0.642 0.421
0.660 -0.044 -0.040
0.231 -0.465 -0.578

Values from the calculation:
Total charge = 0
LUMO energy (spin up / spin down) = 0.72 / 0.70 eV
E_HOMO (spin up / spin down) = -3.22 / -8.58 eV
⟨S²⟩ = 0.755
Kohn-Sham gap (spin up / spin down) = 3.94 / 9.27 eV
Multiplicity = 2
E = -510.66301 Ha

Entry 3:
Density functional theory data (ωB97M-V/def2-TZVPD) for a structure of composition C6H14N5.

Each line ends with the natural charge from an NBO analysis.
Positions of all 25 atoms, in Å:
C  -1.158233  1.081123  -0.976439  0.6085
C  -1.773217  -0.963222  -0.138387  0.6689
C  0.705005  0.128167  0.295096  0.2371
C  -1.889397  2.272382  -1.578055  -0.6629
C  1.420234  -0.680498  -0.767778  -0.6515
C  1.604908  0.716651  1.391384  -0.6369
N  -1.938595  0.036306  -0.996768  -0.6219
N  -0.378880  -0.565102  1.090767  -0.2463
N  0.040028  1.183756  -0.359726  -0.5601
N  -2.613079  -1.890280  0.182524  -0.7310
N  -0.204413  -1.797708  1.661017  -0.7042
H  -2.169485  2.921606  -0.726396  0.2534
H  -2.845464  1.867906  -1.971717  0.2715
H  -1.219740  2.797636  -2.214738  0.2466
H  1.231270  -1.805520  -0.673383  0.2160
H  2.453293  -0.492959  -1.058344  0.2608
H  0.817674  -0.484055  -1.703535  0.2235
H  1.048445  1.585980  1.795089  0.2184
H  2.671824  1.095141  1.107111  0.2476
H  1.897736  0.047710  2.168180  0.2564
H  0.401432  2.015030  -0.004032  0.4286
H  -3.386023  -2.032686  -0.461998  0.4458
H  -2.473255  -2.393715  1.063254  0.4494
H  -0.458226  -2.012441  2.622806  0.4110
H  0.372360  -2.506456  1.081850  0.3712

Forces on the atoms, in the same order (eV/Å):
0.005 1.535 0.857
3.452 3.945 2.239
1.138 -2.336 1.667
-0.034 -0.765 1.603
-1.922 -2.427 -2.027
1.677 1.981 -0.676
-0.804 -2.914 -0.285
-3.886 -2.181 -1.992
-2.293 -0.161 -1.018
0.618 0.207 -0.350
2.326 -1.635 -1.624
0.235 -0.077 -0.356
0.997 0.554 -0.276
0.075 0.645 -0.904
0.759 1.365 0.280
-0.036 0.198 0.710
0.817 -0.261 0.665
0.464 -0.559 0.320
-2.059 -0.475 -0.400
-0.560 -0.803 0.601
0.019 2.302 -0.298
-0.136 -0.231 0.492
0.036 -0.068 -0.610
0.418 0.705 -0.440
-1.306 1.457 1.822

Values from the calculation:
Total charge = +1
LUMO energy = -3.91 eV
E_HOMO = -12.46 eV
Kohn-Sham gap = 8.55 eV
E = -510.45953 Ha

Entry 4:
Density functional theory data (ωB97M-V/def2-TZVPD) for the ion C6H14N5O4 with charge +1.

Each line ends with the natural charge from an NBO analysis.
Positions of all 29 atoms, in Å:
H  -3.254876  0.771099  2.227578  0.4075
N  -2.431503  0.855744  1.710127  -0.6685
C  -2.130586  0.423499  0.603685  0.4486
N  -2.912788  -0.448361  -0.251134  -0.5018
N  -4.152284  -0.982008  0.007240  0.6663
O  -4.451720  -1.751732  -0.860899  -0.3558
O  -4.631762  -0.750357  1.081123  -0.3679
C  -0.744759  0.758099  0.089911  -0.0831
N  -0.248683  1.790307  0.904558  -0.8305
C  0.203849  -0.474471  0.228494  -0.3726
C  1.639739  -0.126928  -0.239615  -0.4522
C  2.468630  -1.325785  -0.124655  -0.2326
N  3.901132  -0.937182  -0.219597  -0.6764
C  -0.677691  1.188343  -1.311731  0.7658
O  -0.900969  0.460996  -2.252314  -0.5957
O  -0.255153  2.411060  -1.430720  -0.6486
H  -2.373679  -0.676471  -1.044313  0.4270
H  -1.014634  2.344039  1.220622  0.4297
H  0.466675  1.513569  1.419734  0.3722
H  -0.230457  -1.257771  -0.313818  0.2388
H  0.287468  -0.858636  1.259546  0.2232
H  1.513653  0.187486  -1.272102  0.2468
H  2.175095  0.684631  0.257234  0.2096
H  2.169195  -1.939043  0.744135  0.2520
H  2.293307  -2.071750  -0.933466  0.2452
H  4.160326  -0.403330  -1.085709  0.4502
H  4.649672  -1.620512  -0.380064  0.4518
H  4.303999  -0.395524  0.540552  0.4435
H  0.178795  2.630996  -0.574402  0.5073

Forces on the atoms, in the same order (eV/Å):
-1.649 -0.797 0.078
1.474 1.699 1.209
-2.705 -2.253 -1.004
2.381 2.931 2.105
2.502 -0.856 -0.296
-1.732 -0.497 -0.286
-0.959 0.240 0.052
0.751 -1.794 1.660
-1.931 1.974 -3.345
0.718 1.465 1.443
-1.498 0.567 -0.759
-0.196 -2.695 -0.996
2.715 0.320 -1.282
-0.166 -0.142 -1.949
-0.406 -0.171 0.181
0.673 0.961 -1.483
-0.536 -0.938 -1.747
0.149 0.337 1.347
3.081 -0.841 3.692
-0.182 -1.255 -1.234
-0.501 0.536 -0.047
0.464 0.034 -0.348
-0.656 0.243 0.492
1.141 0.610 0.275
0.185 0.751 0.156
-1.290 0.243 0.632
-0.714 -1.242 0.595
-0.543 0.365 0.504
-0.571 0.206 0.354

Values from the calculation:
Total charge = +1
LUMO energy = -4.21 eV
E_HOMO = -12.80 eV
Kohn-Sham gap = 8.59 eV
E = -811.35720 Ha
SMILES = [H]/N=C(\N[N+](=O)[O-])[C@@](N)(CCC[NH3+])C(=O)O

In the order shown, the computed strongest force on any atom values come out to 0.112; 0.114; 0.111; 0.095 hartree/bohr.